No. 1
DFT (ωB97M-V with the def2-TZVPD basis set) results for a cluster of 3 separate species, C3H9NO3 in total in a non-equilibrium geometry.

XYZ file:
```
16
Properties=species:S:1:pos:R:3
C -0.404 0.181 -0.329
C 1.270 -1.222 0.392
C 0.127 1.511 0.122
N -0.549 -0.059 -1.672
O -0.623 -0.806 0.473
O -2.468 0.226 0.097
O 1.952 -0.600 1.388
H -2.973 -0.510 0.468
H 1.543 -0.833 2.236
H -0.196 0.666 -2.281
H -1.157 -0.856 -1.828
H 0.983 -2.245 0.628
H 1.866 -1.154 -0.514
H 0.906 1.500 0.880
H 0.425 2.184 -0.685
H -0.703 2.016 0.627
```

Output
E = -10884.541 eV
Frontier orbital gap (spin up / spin down) = 7.42 / 7.42 eV
Energy above the lowest of the compared OMol25 structures with the same formula, charge and spin = 582.8 kJ/mol

No. 2
DFT (ωB97M-V with the def2-TZVPD basis set) results for a cluster of 2 separate species, C3H9NO3 in total in a non-equilibrium geometry.

XYZ file:
```
16
Properties=species:S:1:pos:R:3
C -1.247 0.283 0.505
C -1.526 -0.864 -0.451
C -1.197 -2.247 0.019
O 0.066 -2.368 0.449
O -1.963 -3.175 -0.005
N -1.004 1.588 -0.123
H -0.375 0.062 1.124
H -2.073 0.382 1.217
H -1.005 -0.750 -1.409
H -2.564 -0.868 -0.806
H 0.265 -3.307 0.578
H -1.892 2.021 -0.343
H -0.440 1.451 -0.950
H 5.442 4.257 -0.045
H 4.791 5.426 -0.792
O 5.575 5.181 -0.288
```

Output
E = -10889.718 eV
Frontier orbital gap = 10.28 eV
Energy above the lowest of the compared OMol25 structures with the same formula, charge and spin = 83.3 kJ/mol
Structure (SMILES) = NCCC(=O)O.O

No. 3
DFT (ωB97M-V with the def2-TZVPD basis set) results for a cluster of 2 separate species, C3H9NO3 in total in a non-equilibrium geometry.

XYZ file:
```
16
Properties=species:S:1:pos:R:3
C -0.385 -1.242 -1.722
N -0.728 -0.527 -0.586
C -0.377 0.777 -0.361
O -0.824 1.315 0.872
O 0.335 1.481 -1.104
C 1.133 -1.233 -2.102
H -0.918 -0.754 -2.590
H -0.835 -2.232 -1.525
H -1.502 -0.606 0.171
H -0.165 2.004 1.094
H 1.366 -1.865 -3.055
H 1.399 -0.238 -2.340
H 1.798 -1.543 -1.283
H -0.240 1.801 5.455
H 0.115 1.793 4.298
O -0.172 1.071 4.777
```

Output
E = -10888.681 eV
Frontier orbital gap = 10.26 eV
Energy above the lowest of the compared OMol25 structures with the same formula, charge and spin = 183.4 kJ/mol
Structure (SMILES) = CCNC(=O)O.O

No. 4
DFT (ωB97M-V with the def2-TZVPD basis set) results for a cluster of 2 separate species, C3H9NO3 in total.

XYZ file:
```
16
Properties=species:S:1:pos:R:3
C -0.284 -0.673 -0.556
N 0.717 0.233 -0.725
C 2.057 -0.033 -0.211
C 2.163 -0.280 1.312
O 0.944 -0.670 1.911
O -1.461 -0.388 -0.527
H 0.056 -1.707 -0.501
H 0.433 1.201 -0.692
H 2.475 -0.863 -0.778
H 2.704 0.805 -0.482
H 2.871 -1.099 1.465
H 2.587 0.600 1.816
H 0.330 0.073 1.855
H -4.323 0.927 -1.074
H -2.797 0.892 -1.050
O -3.553 1.494 -1.170
```

Output
E = -10889.380 eV
Frontier orbital gap = 10.85 eV
Energy above the lowest of the compared OMol25 structures with the same formula, charge and spin = 115.9 kJ/mol
Structure (SMILES) = O=CNCCO.O

No. 5
DFT (ωB97M-V with the def2-TZVPD basis set) results for a cluster of 2 separate species, C3H9NO3 in total in a non-equilibrium geometry.

XYZ file:
```
16
Properties=species:S:1:pos:R:3
O -1.900 0.066 -0.173
C -1.397 0.240 0.906
C 0.037 -0.242 1.176
C 0.548 -1.305 0.204
O 0.636 -0.802 -1.133
N 0.985 0.875 1.252
H -1.872 0.918 1.632
H -0.029 -0.740 2.163
H -0.164 -2.135 0.103
H 1.529 -1.732 0.440
H 0.423 0.141 -1.205
H 1.608 0.750 2.034
H 1.607 0.811 0.453
H -0.835 0.469 -2.210
H -0.964 1.639 -2.923
O -0.213 1.047 -2.718
```

Output
E = -10888.177 eV
Frontier orbital gap = 10.45 eV
Energy above the lowest of the compared OMol25 structures with the same formula, charge and spin = 232.0 kJ/mol
Structure (SMILES) = N[C@@H](C=O)CO.O

No. 6
DFT (ωB97M-V with the def2-TZVPD basis set) results for a cluster of 2 separate species, C3H9NO3 in total in a non-equilibrium geometry.

XYZ file:
```
16
Properties=species:S:1:pos:R:3
O 2.726 0.137 1.419
C 1.751 0.120 0.719
N 1.470 -0.973 -0.101
C 0.090 -1.364 -0.390
O -0.591 -0.553 -1.322
C 0.797 1.289 0.671
H 2.060 -1.411 -0.780
H -0.469 -1.318 0.535
H 0.141 -2.401 -0.739
H -0.067 -0.520 -2.133
H -0.240 0.960 0.636
H 0.989 1.910 -0.192
H 0.891 1.887 1.579
H -3.171 0.220 -0.560
H -3.435 0.993 0.742
O -2.943 1.024 -0.086
```

Output
E = -10889.229 eV
Frontier orbital gap = 10.31 eV
Energy above the lowest of the compared OMol25 structures with the same formula, charge and spin = 130.5 kJ/mol
Structure (SMILES) = CC(=O)NCO.O

No. 7
DFT (ωB97M-V with the def2-TZVPD basis set) results for a cluster of 2 separate species, C3H9NO3 in total.

XYZ file:
```
16
Properties=species:S:1:pos:R:3
O -0.050 -0.905 -2.849
C -0.055 -0.625 -1.673
N 1.146 -0.583 -0.962
C 1.404 0.327 0.119
O 1.014 -0.181 1.400
C -1.329 -0.424 -0.917
H 1.893 -0.656 -1.642
H 2.484 0.503 0.109
H 0.907 1.291 0.043
H 1.736 -0.721 1.734
H -1.798 0.522 -1.181
H -1.987 -1.208 -1.272
H -1.263 -0.408 0.163
H -0.714 0.863 1.905
H -1.890 0.839 2.866
O -1.498 1.366 2.158
```

Output
E = -10889.718 eV
Frontier orbital gap = 10.41 eV
Energy above the lowest of the compared OMol25 structures with the same formula, charge and spin = 83.3 kJ/mol
Structure (SMILES) = CC(=O)NCO.O

No. 8
DFT (ωB97M-V with the def2-TZVPD basis set) results for a structure of composition C3H9NO3 in a non-equilibrium geometry.

XYZ file:
```
16
Properties=species:S:1:pos:R:3
H -0.768 0.391 0.619
O -0.938 1.328 1.300
N -0.594 -0.353 -0.450
H -1.700 1.167 1.843
H -1.430 -0.941 -0.441
C 0.680 -1.002 -0.200
H 1.360 -0.998 -1.049
C 1.558 -0.529 1.040
O 2.595 -1.160 1.151
O 1.116 0.208 1.950
H 0.238 0.853 1.687
H 0.483 -2.067 -0.102
C -0.653 0.560 -1.605
H -1.594 0.471 -2.128
H -0.543 1.609 -1.328
H 0.192 0.463 -2.287
```

Output
E = -10879.274 eV
Charge = +1
Frontier orbital gap (spin up / spin down) = 11.24 / 5.94 eV
Multiplicity = 2
Energy above the lowest of the compared OMol25 structures with the same formula, charge and spin = 147.5 kJ/mol

No. 9
DFT (ωB97M-V with the def2-TZVPD basis set) results for a cluster of 2 separate species, C3H9NO3P in total in a non-equilibrium geometry.

XYZ file:
```
17
Properties=species:S:1:pos:R:3
C -1.685 -0.970 -0.230
C -1.130 -0.388 1.123
C 0.108 0.537 1.109
N 1.354 -0.109 0.890
O 2.263 0.948 0.568
O 1.870 1.426 -2.006
O 0.767 -0.804 -2.408
P 1.191 0.460 -3.047
H -2.586 -1.508 -0.183
H -1.927 -0.042 -0.839
H -0.830 -1.459 -0.715
H -0.857 -1.120 1.836
H -2.032 -0.004 1.603
H 0.164 1.355 0.397
H 0.120 0.997 2.254
H 1.262 -0.602 0.073
H 1.949 1.283 -0.424
```

Output
E = -20179.089 eV
Charge = -1
Frontier orbital gap = 8.67 eV
Energy above the lowest of the compared OMol25 structures with the same formula, charge and spin = 324.9 kJ/mol

No. 10
DFT (ωB97M-V with the def2-TZVPD basis set) results for a cluster of 3 separate species, C3H9NO3S in total in a non-equilibrium geometry.

XYZ file:
```
17
Properties=species:S:1:pos:R:3
O -0.512 -0.425 -2.298
C 0.435 0.626 -1.340
O 1.076 1.672 -1.853
C 0.466 0.841 0.294
C -0.943 0.986 -0.144
S -1.485 0.276 2.808
N 0.898 -0.418 0.985
H 1.224 -0.203 -1.336
H 0.876 1.754 0.762
H -1.653 0.138 -0.322
H -1.414 1.796 0.381
H -1.002 1.558 2.941
H 0.829 -1.208 0.344
H 0.349 -0.381 1.871
H 0.613 -3.319 -0.599
H -0.286 -1.340 -1.790
O 0.528 -2.354 -0.704
```

Output
E = -21711.835 eV
Frontier orbital gap = 4.29 eV
Energy above the lowest of the compared OMol25 structures with the same formula, charge and spin = 1331.1 kJ/mol

No. 11
DFT (ωB97M-V with the def2-TZVPD basis set) results for a cluster of 2 separate species, C3H9NO4 in total in a non-equilibrium geometry.

XYZ file:
```
17
Properties=species:S:1:pos:R:3
C -0.473 1.017 1.407
C -0.383 -0.527 0.899
C 1.607 -0.176 -1.622
N -1.013 -0.563 -0.381
O 0.313 0.364 -1.467
O -1.394 -1.777 -0.754
O 0.127 1.808 0.523
O -1.828 1.325 1.667
H -0.871 -2.472 -0.297
H -2.181 1.687 0.843
H 0.327 1.203 -0.632
H 0.023 0.993 2.393
H 0.695 -0.698 0.829
H -0.852 -1.261 1.565
H 2.307 0.637 -1.835
H 1.975 -0.658 -0.701
H 1.623 -0.900 -2.437
```

Output
E = -12931.309 eV
Frontier orbital gap (spin up / spin down) = 7.68 / 7.68 eV
Energy above the lowest of the compared OMol25 structures with the same formula, charge and spin = 588.1 kJ/mol

No. 12
DFT (ωB97M-V with the def2-TZVPD basis set) results for a cluster of 3 separate species, C3H9NO4 in total in a non-equilibrium geometry.

XYZ file:
```
17
Properties=species:S:1:pos:R:3
C 0.326 0.438 1.763
N 0.842 1.453 0.912
C 0.281 1.515 -0.486
C -1.163 1.908 -0.304
O -1.938 1.826 -1.254
O -0.539 -0.360 1.557
H 0.878 0.591 2.670
H 1.781 1.698 0.873
H 0.403 0.491 -1.101
H 0.825 2.257 -1.172
H -1.432 2.404 0.551
H 1.344 -2.505 -1.343
H -0.033 -1.971 -1.453
O 0.880 -1.795 -1.718
H -1.298 -2.958 -0.425
H -0.584 -2.129 0.755
O -0.574 -2.863 0.173
```

Output
E = -12935.728 eV
Frontier orbital gap = 10.69 eV
Energy above the lowest of the compared OMol25 structures with the same formula, charge and spin = 161.8 kJ/mol
Structure (SMILES) = O=CCNC=O.O.O

No. 13
DFT (ωB97M-V with the def2-TZVPD basis set) results for a cluster of 2 separate species, C3H9NO4 in total in a non-equilibrium geometry.

XYZ file:
```
17
Properties=species:S:1:pos:R:3
O -2.304 -0.269 1.083
C -1.878 0.228 0.039
O -2.356 -0.307 -1.145
C -0.140 -0.110 -0.010
C 0.410 0.386 1.329
O 1.799 0.323 1.455
N 0.359 0.647 -1.040
H -1.844 1.326 0.008
H -0.010 -1.185 -0.206
H -0.061 -0.197 2.123
H 0.145 1.444 1.391
H 2.163 -0.144 0.640
H -3.147 -0.809 -0.869
H -0.076 0.380 -1.925
H 1.398 0.260 -1.170
H 3.244 -1.072 -0.909
O 2.298 -0.902 -0.796
```

Output
E = -12931.088 eV
Frontier orbital gap = 5.92 eV
Energy above the lowest of the compared OMol25 structures with the same formula, charge and spin = 609.5 kJ/mol

No. 14
DFT (ωB97M-V with the def2-TZVPD basis set) results for a cluster of 2 separate species, C3H9NO4P in total in a non-equilibrium geometry.

XYZ file:
```
18
Properties=species:S:1:pos:R:3
C -2.758 0.206 0.369
C -1.552 -0.165 -0.484
C 1.242 -0.845 -0.722
N -0.619 -0.873 0.297
O 3.116 -0.136 1.058
O 2.947 1.444 -0.980
O 1.261 1.431 0.945
O 1.856 -1.998 -0.440
P 2.313 0.566 0.061
H -3.106 -0.891 0.672
H -2.509 0.855 1.218
H -3.523 0.736 -0.254
H -1.144 0.964 -0.897
H -1.894 -0.771 -1.284
H 0.782 -0.745 -1.654
H -0.168 -0.349 1.045
H 1.382 2.257 0.693
H 2.374 -1.687 0.357
```

Output
E = -22227.251 eV
Charge = -1
Frontier orbital gap = 8.22 eV
Energy above the lowest of the compared OMol25 structures with the same formula, charge and spin = 399.0 kJ/mol

No. 15
DFT (ωB97M-V with the def2-TZVPD basis set) results for the molecule C3H9NOS in a non-equilibrium geometry.

XYZ file:
```
15
Properties=species:S:1:pos:R:3
C -0.950 0.029 1.431
C -0.972 0.875 -0.768
C 1.804 -1.103 -0.698
N -0.934 -0.307 0.062
O -1.056 0.534 -2.098
S 0.009 -1.529 -0.515
H 0.011 0.057 1.810
H -1.356 1.150 1.567
H -1.536 -0.729 1.878
H -1.910 1.544 -0.492
H 0.042 1.381 -0.806
H -2.027 0.405 -2.269
H 2.237 -0.973 0.213
H 1.857 -0.222 -1.267
H 2.252 -2.035 -1.163
```

Output
E = -17627.702 eV
Frontier orbital gap = 9.26 eV
Energy above the lowest of the compared OMol25 structures with the same formula, charge and spin = 241.4 kJ/mol
Structure (SMILES) = CSN(C)CO

No. 16
DFT (ωB97M-V with the def2-TZVPD basis set) results for the molecule C3H9NOS in a non-equilibrium geometry.

XYZ file:
```
15
Properties=species:S:1:pos:R:3
C 1.053 -1.133 -1.045
O 1.007 -2.535 -0.712
C 0.012 -0.353 -0.308
C 0.031 1.156 -0.378
S -1.358 1.877 0.558
N 0.517 -0.703 1.174
H 2.049 -0.894 -0.656
H 1.119 -0.932 -2.137
H 1.630 -2.997 -1.299
H -0.948 -0.821 -0.537
H -0.302 1.675 -1.279
H 1.000 1.465 0.003
H -1.108 1.507 1.819
H 0.219 0.125 1.689
H -0.225 -1.363 1.420
```

Output
E = -17628.420 eV
Frontier orbital gap = 10.28 eV
Energy above the lowest of the compared OMol25 structures with the same formula, charge and spin = 172.2 kJ/mol
Structure (SMILES) = N[C@H](CO)CS

No. 17
DFT (ωB97M-V with the def2-TZVPD basis set) results for a cluster of 2 separate species, C3H9NOS in total in a non-equilibrium geometry.

XYZ file:
```
15
Properties=species:S:1:pos:R:3
C -2.261 -0.710 -2.753
C 2.678 1.235 1.885
C -2.035 -0.882 -1.487
N 0.237 -0.494 0.800
O 1.273 1.358 2.295
S 0.194 1.244 1.045
H -1.670 -1.267 -3.555
H -3.041 -0.031 -3.045
H 0.055 -0.881 -0.092
H 3.239 1.738 2.559
H 2.729 1.426 0.804
H 2.932 0.050 1.906
H -1.378 -1.539 -1.000
H -2.555 -0.356 -0.757
H -0.398 -0.892 1.396
```

Output
E = -17626.731 eV
Frontier orbital gap = 9.61 eV
Energy above the lowest of the compared OMol25 structures with the same formula, charge and spin = 335.2 kJ/mol
Structure (SMILES) = COSN.C=C

No. 18
DFT (ωB97M-V with the def2-TZVPD basis set) results for a cluster of 2 separate species, C3H9NOS in total in a non-equilibrium geometry.

XYZ file:
```
15
Properties=species:S:1:pos:R:3
C 2.028 -1.647 0.238
C 0.708 0.517 -0.269
C 1.837 -0.133 0.027
N -3.552 0.746 0.304
O -2.626 -0.209 -0.140
S 3.341 0.777 -0.099
H 2.287 -1.888 1.314
H 1.229 -2.416 -0.036
H 2.875 -1.965 -0.318
H 0.750 1.540 -0.510
H -0.141 -0.009 -0.379
H -4.477 0.261 0.147
H -3.399 1.295 1.171
H -3.502 1.535 -0.472
H 2.642 1.595 -0.979
```

Output
E = -17625.305 eV
Frontier orbital gap = 8.48 eV
Energy above the lowest of the compared OMol25 structures with the same formula, charge and spin = 472.7 kJ/mol
Structure (SMILES) = [NH3+][O-].C=C(C)S

No. 19
DFT (ωB97M-V with the def2-TZVPD basis set) results for the ion C3H9NOS with charge +1 in a non-equilibrium geometry.

XYZ file:
```
15
Properties=species:S:1:pos:R:3
C 0.290 1.491 0.341
O -0.952 1.926 -0.148
C 0.478 -0.050 0.142
C -0.381 -0.596 -1.069
S 0.311 -1.959 -1.935
N 0.259 -0.916 1.279
H 1.087 1.907 -0.282
H 0.444 1.705 1.373
H -1.596 1.918 0.569
H 1.556 -0.198 -0.104
H -0.533 0.233 -1.784
H -1.377 -0.775 -0.703
H -0.081 -3.006 -1.174
H -0.639 -0.760 1.714
H 1.135 -0.920 1.783
```

Output
E = -17620.339 eV
Charge = +1
Frontier orbital gap (spin up / spin down) = 11.46 / 5.18 eV
Multiplicity = 2
Energy above the lowest of the compared OMol25 structures with the same formula, charge and spin = 69.0 kJ/mol

No. 20
DFT (ωB97M-V with the def2-TZVPD basis set) results for a cluster of 2 separate species, C3H9NOS in total in a non-equilibrium geometry.

XYZ file:
```
15
Properties=species:S:1:pos:R:3
C 1.326 0.746 -0.398
O 2.229 -0.116 -1.006
C 0.079 -0.008 0.218
C -0.864 0.963 0.927
S -1.842 -3.384 0.595
N -0.560 -0.777 -0.774
H 0.944 1.472 -1.115
H 1.862 1.265 0.379
H 1.805 -0.884 -1.411
H 0.525 -0.695 0.942
H -1.321 1.675 0.236
H -1.670 0.385 1.395
H -0.330 1.514 1.693
H -0.776 -1.776 -0.499
H -1.408 -0.381 -1.184
```

Output
E = -17618.036 eV
Charge = +1
Frontier orbital gap (spin up / spin down) = 6.38 / 7.52 eV
Multiplicity = 2
Energy above the lowest of the compared OMol25 structures with the same formula, charge and spin = 291.2 kJ/mol